1.
Molecular formula: C2H5O2
Method: DFT, the ωB97M-V functional and the def2-TZVPD basis

ORCA input file:
```
! wB97M-V def2-TZVPD RIJCOSX def2/J DEFGRID3
* xyz -1 1
O -2.03 -1.35 0.34
H -2.41 -1.17 -0.51
O -0.55 0.85 0.75
C 0.64 0.92 0.30
C 1.35 0.01 -0.45
H 1.19 1.85 0.53
H 0.96 -0.95 -0.76
H 2.35 0.34 -0.70
H -1.50 -0.51 0.50
*
```

Output
LUMO level = 4.682 eV
relative energy (zero: lowest compared OMol25 entry of this formula, charge and spin) = 75.6 kJ/mol
HOMO-LUMO gap = 7.21 eV
highest occupied orbital energy = -2.53 eV
E_tot = -6250.3556 eV


2.
Molecular formula: C4H11N3O
Method: DFT, the ωB97M-V functional and the def2-TZVPD basis

ORCA input file:
```
! wB97M-V def2-TZVPD RIJCOSX def2/J DEFGRID3
* xyz 0 1
C -0.88 -0.49 -0.13
C 0.52 -0.80 0.39
C -2.03 -0.88 0.77
C 1.43 0.26 -0.16
N -0.98 -0.50 -1.44
N 2.32 0.86 0.65
O -0.57 1.32 0.59
N 1.44 0.40 -1.47
H -1.02 1.85 -0.08
H -1.93 -0.38 -1.77
H 0.49 0.04 -1.87
H 2.03 0.95 1.61
H 2.81 1.67 0.29
H 1.91 1.19 -1.88
H 0.86 -1.78 0.06
H 0.54 -0.77 1.48
H -2.95 -0.43 0.41
H -2.15 -1.97 0.76
H -1.86 -0.54 1.79
*
```

Output
LUMO level = 0.764 eV
relative energy (zero: lowest compared OMol25 entry of this formula, charge and spin) = 226.4 kJ/mol
HOMO-LUMO gap = 8.53 eV
highest occupied orbital energy = -7.77 eV
E_tot = -10842.8643 eV


Question: The highest highest occupied orbital energy belongs to which entry?
Answer: C2H5O2


Question: The lowest HOMO-LUMO gap belongs to which entry?
Answer: C2H5O2


Question: The highest E_tot belongs to which entry?
Answer: C2H5O2


Question: The highest E_tot belongs to which entry?
Answer: C2H5O2